a:
Below is a 2-piece molecular cluster, C5H15N2O overall, with properties calculated with ωB97M-V/def2-TZVPD.

XYZ file:
```
23
Properties=species:S:1:pos:R:3:nbo_charge:R:1
C 0.84 2.22 0.52 -0.637
C -1.76 0.82 1.39 0.029
C -1.03 -0.61 -1.91 -0.432
C 0.57 -2.41 -0.81 -0.453
C 0.58 1.01 1.43 0.209
N -0.66 0.42 0.98 -0.465
N 0.07 -1.10 -1.04 -0.578
O 1.53 0.02 1.20 -0.738
H 0.64 3.24 1.02 0.243
H 1.79 2.16 0.18 0.234
H 0.20 2.21 -0.34 0.208
H 1.57 -2.33 -0.08 0.251
H -2.62 0.39 0.82 0.185
H -2.05 1.67 2.10 0.203
H -0.71 -0.87 -2.96 0.232
H -1.99 -1.04 -1.64 0.237
H -0.98 0.58 -1.94 0.238
H -0.11 -3.17 -0.33 0.237
H 0.96 -2.96 -1.74 0.233
H 0.89 -0.73 -1.34 0.407
H 0.51 1.26 2.48 0.184
H -0.16 -0.53 -0.08 0.466
H 1.93 -0.23 2.08 0.506
```

HOMO-LUMO gap	11.5	eV
total charge	+1
E_HOMO	-14.34	eV

b:
Below is a 2-piece molecular cluster, C5H15N2O overall, with properties calculated with ωB97M-V/def2-TZVPD.

XYZ file:
```
23
Properties=species:S:1:pos:R:3:nbo_charge:R:1
C -1.11 0.25 -0.83 -0.432
N -0.08 1.54 -0.16 -0.400
C 1.06 1.02 0.52 -0.281
C 1.98 0.27 -0.46 -0.404
C 2.89 -0.78 0.13 -0.053
O 3.67 -0.15 1.09 -0.728
C -0.87 -1.10 -0.93 0.017
N -4.49 -0.23 0.89 -1.096
H -1.09 0.82 -1.75 0.259
H -1.92 0.64 -0.19 0.363
H -0.35 2.49 0.08 0.429
H 0.80 0.23 1.24 0.224
H 1.63 1.76 1.08 0.274
H 2.57 0.98 -1.04 0.241
H 1.27 -0.18 -1.17 0.193
H 2.21 -1.55 0.55 0.144
H 3.48 -1.24 -0.66 0.187
H 4.29 -0.70 1.57 0.496
H -0.95 -1.76 -0.08 0.225
H -0.72 -1.58 -1.89 0.239
H -4.25 -0.41 -0.09 0.346
H -5.01 0.63 0.77 0.371
H -5.00 -0.96 1.34 0.386
```

HOMO-LUMO gap	5.6	eV
total charge	+1
E_HOMO	-13.27	eV

Of them, the most stable is a and the least stable is b.

a:
Below is a 2-piece molecular cluster, C5H15N2O overall, with properties calculated with ωB97M-V/def2-TZVPD.

XYZ file:
```
23
Properties=species:S:1:pos:R:3:nbo_charge:R:1
C 0.77 -2.11 1.34 0.555
N 1.55 -2.84 0.53 -0.575
C 1.96 -2.55 -0.82 -0.427
O 0.40 -0.98 1.01 -0.729
H 0.46 -2.59 2.29 0.158
H 1.61 -3.83 0.79 0.406
H 2.45 -1.57 -0.86 0.212
H 1.10 -2.53 -1.52 0.200
H 2.67 -3.30 -1.19 0.235
C -2.53 1.45 0.84 -0.642
C -1.31 2.18 0.29 -0.227
N -0.53 1.17 -0.51 -0.525
C 0.73 1.69 -1.15 -0.408
H -2.20 0.58 1.44 0.228
H -3.20 2.02 1.46 0.257
H -3.19 1.13 0.04 0.217
H -1.63 3.05 -0.32 0.229
H -0.68 2.51 1.14 0.230
H -1.14 0.80 -1.22 0.417
H -0.34 0.38 0.16 0.494
H 0.60 2.73 -1.39 0.232
H 0.98 1.06 -1.97 0.230
H 1.48 1.55 -0.39 0.233
```

HOMO-LUMO gap	11.0	eV
total charge	+1
E_HOMO	-13.57	eV

b:
Below is a 2-piece molecular cluster, C5H15N2O overall, with properties calculated with ωB97M-V/def2-TZVPD.

XYZ file:
```
23
Properties=species:S:1:pos:R:3:nbo_charge:R:1
N -2.86 -2.58 -1.09 -1.090
C 0.70 0.49 -0.91 0.433
C -0.33 -0.45 -0.37 -0.589
C -1.55 0.45 0.05 -0.011
O -2.47 -0.19 0.84 -0.670
C 2.17 0.23 -0.52 -0.390
N 2.89 1.43 0.22 -0.534
C 2.12 1.60 1.55 -0.431
H -2.65 -3.44 -1.62 0.368
H -3.82 -2.39 -1.35 0.371
H -2.97 -2.84 -0.10 0.369
H 0.62 1.05 -1.85 0.229
H -0.68 -1.20 -1.05 0.353
H 0.08 -0.88 0.56 0.239
H -1.97 1.02 -0.82 0.212
H -0.96 1.21 0.74 0.142
H -2.19 -0.13 1.79 0.490
H 2.49 -0.58 0.14 0.251
H 2.72 0.01 -1.45 0.279
H 2.80 2.22 -0.40 0.362
H 2.25 2.65 1.99 0.243
H 1.08 1.44 1.38 0.149
H 2.53 0.88 2.28 0.224
```

HOMO-LUMO gap	6.3	eV
total charge	+1
E_HOMO	-13.52	eV

Of them, the most stable is a and the least stable is b.

a:
Below is a 2-piece molecular cluster, CH4NO2Si overall, with properties calculated with ωB97M-V/def2-TZVPD.

XYZ file:
```
9
Properties=species:S:1:pos:R:3:nbo_charge:R:1
C 1.50 0.03 0.14 0.816
N 0.25 -0.52 -0.08 -0.918
O 2.55 -0.61 0.11 -0.754
O 1.32 1.26 0.15 -0.678
Si -1.20 0.37 0.03 1.140
H 0.48 -2.44 -0.32 0.075
H -2.30 -0.56 0.12 -0.236
H -1.27 1.16 -1.22 -0.224
H -1.33 1.31 1.07 -0.222
```

HOMO-LUMO gap (spin up / spin down)	7.8 / 8.2	eV
total charge	-1
E_HOMO (spin up / spin down)	-4.34 / -4.59	eV

b:
Below is a 2-piece molecular cluster, CH4NO2Si overall, with properties calculated with ωB97M-V/def2-TZVPD.

XYZ file:
```
9
Properties=species:S:1:pos:R:3:nbo_charge:R:1
C -0.52 -1.34 -0.95 0.444
N 1.04 0.14 -0.47 -1.286
O -1.56 0.84 -0.36 -1.314
O -0.87 -1.90 -0.01 -0.588
Si -0.30 0.86 0.48 1.622
H 1.28 -0.76 -0.07 0.368
H 1.06 0.16 -1.48 0.392
H 0.32 2.05 1.02 -0.310
H -0.47 -0.05 1.83 -0.328
```

HOMO-LUMO gap	8.4	eV
total charge	-1
E_HOMO	-4.02	eV

Of them, the most stable is b and the least stable is a.

a:
Below is a 18-piece molecular cluster, H37O18 overall, with properties calculated with ωB97M-V/def2-TZVPD.

XYZ file:
```
55
Properties=species:S:1:pos:R:3:nbo_charge:R:1
O -1.56 -3.15 1.51 -0.827
H 1.18 -3.29 2.90 0.482
H -0.76 -2.71 1.18 0.520
O 3.22 3.37 -1.36 -0.962
H -2.38 5.29 1.58 0.480
O 5.44 1.18 -1.18 -0.956
H 5.09 0.90 -0.33 0.480
H -1.12 -3.94 -4.54 0.468
O -4.40 -0.31 2.32 -0.942
H 3.34 2.47 -1.69 0.475
H -3.93 0.50 2.08 0.464
O -2.96 -1.88 -0.12 -0.947
H -3.46 -2.49 -0.68 0.508
H -2.25 -2.54 0.79 0.515
O -2.42 5.66 2.46 -0.956
H -2.01 5.12 3.15 0.477
H -0.01 -3.08 -4.98 0.457
O -4.03 3.79 -0.82 -0.965
H 1.21 3.68 -0.88 0.485
H -2.22 0.71 -1.64 0.509
O 3.70 0.96 -3.82 -0.968
H 3.05 1.35 -3.24 0.475
H 4.20 0.18 -3.59 0.494
O 1.55 -1.00 0.39 -0.978
H 1.78 -1.07 -0.55 0.489
H 5.17 -2.14 -0.10 0.476
O -1.00 -3.01 -4.85 -0.924
H -4.95 3.95 -0.61 0.484
H -3.64 -0.84 2.62 0.468
O -0.36 -1.37 3.36 -0.994
H -0.69 -0.97 4.16 0.493
H -0.11 -0.70 2.71 0.499
O -3.30 -2.36 3.66 -0.990
H -4.23 -2.57 3.50 0.512
H -3.01 -2.57 4.55 0.506
O 2.13 -3.10 2.79 -0.962
H 2.09 -1.73 0.79 0.506
H 2.62 -3.91 2.97 0.484
O -0.79 0.41 1.06 -1.058
H -1.11 1.24 1.40 0.520
H 0.07 0.03 0.89 0.531
O 0.46 -0.39 -3.59 -0.978
H 1.01 -0.99 -4.11 0.493
H -0.04 0.22 -4.14 0.492
O 4.46 -1.77 0.44 -0.925
H -1.90 -2.54 2.22 0.560
H -2.57 -1.11 -0.75 0.541
O -2.15 -0.23 -1.86 -0.935
H 6.01 1.93 -0.97 0.477
H -1.31 -0.32 -2.34 0.521
O 0.99 4.31 -0.21 -0.968
H 3.94 3.89 -1.79 0.487
H 1.75 4.84 0.05 0.481
H -3.59 4.62 -1.06 0.481
H 3.84 -2.51 0.27 0.449
```

HOMO-LUMO gap	10.0	eV
total charge	+1
E_HOMO	-12.91	eV

b:
Below is H37O18 as an isolated structure, with properties calculated with ωB97M-V/def2-TZVPD.

XYZ file:
```
55
Properties=species:S:1:pos:R:3:nbo_charge:R:1
O -0.24 -0.35 0.98 -0.969
H 1.03 -0.35 1.78 0.549
H -1.01 -0.27 1.54 0.509
O 2.27 -0.02 -0.23 -0.985
H -0.47 -1.30 0.67 0.517
O -0.54 -2.68 0.11 -0.937
H -1.36 -2.96 -0.17 0.491
H 0.10 -3.34 -0.18 0.515
O -0.71 -3.47 3.41 -0.991
H -1.40 -3.80 4.07 0.504
H 0.12 -3.93 3.34 0.490
O 2.06 -4.45 -0.04 -0.934
H 2.94 -4.55 -0.22 0.472
H 1.82 -5.31 -0.08 0.465
O -1.19 1.95 -0.70 -0.952
H -1.23 1.43 -1.50 0.469
H -0.60 1.63 -0.11 0.486
O -3.94 -1.06 -0.51 -0.999
H -4.67 -1.41 0.19 0.519
H -4.18 -0.16 -0.73 0.492
O -5.44 -0.30 1.41 -0.959
H -6.04 0.35 1.67 0.490
H -5.42 -0.91 2.21 0.486
O 3.37 -0.78 4.53 -0.974
H 4.18 -1.26 4.77 0.490
H 3.54 0.16 4.79 0.491
O -2.29 -1.90 -3.11 -0.940
H -2.79 -1.50 -2.38 0.474
H -2.88 -1.69 -3.80 0.465
O 1.10 5.18 1.59 -0.965
H 1.76 4.53 1.33 0.478
H 0.49 5.48 0.92 0.488
O -2.27 -1.26 1.57 -0.990
H -2.95 -1.12 0.98 0.502
H -2.00 -2.14 1.79 0.502
O 1.79 0.21 2.55 -0.926
H 1.83 -0.49 3.23 0.548
H 2.48 0.27 1.66 0.606
O -0.98 4.97 -2.32 -0.953
H -1.45 5.82 -2.56 0.478
H -1.79 4.29 -2.35 0.476
O 2.73 2.22 -4.12 -0.974
H 3.30 1.43 -4.27 0.503
H 2.99 2.99 -4.61 0.501
O 1.36 2.14 -1.79 -1.012
H 1.92 2.64 -2.59 0.512
H 0.69 2.74 -1.70 0.484
O 3.14 -1.63 1.19 -0.976
H 4.15 -1.37 1.34 0.500
H 2.85 -2.40 1.65 0.488
O -0.30 1.66 -4.63 -0.941
H -0.78 1.79 -3.71 0.456
H 0.60 1.35 -4.39 0.484
H 2.14 0.73 -0.84 0.511
H 2.70 -0.67 -0.92 0.491
```

HOMO-LUMO gap	10.3	eV
total charge	+1
E_HOMO	-12.80	eV

Of them, the most stable is a and the least stable is b.

a:
Below is C4H3NO2 as an isolated structure, with properties calculated with ωB97M-V/def2-TZVPD.

XYZ file:
```
10
Properties=species:S:1:pos:R:3:nbo_charge:R:1
O 2.47 -0.39 -0.31 -0.523
C 1.69 0.44 -0.73 0.386
C 0.25 0.36 -0.32 0.002
N -0.69 1.16 -0.69 0.026
O -1.85 0.91 -0.22 -0.325
C -1.57 -0.64 0.85 0.056
C -0.29 -0.82 0.66 -0.320
H 2.05 1.25 -1.40 0.153
H -2.58 -0.80 1.21 0.251
H 0.53 -1.48 0.96 0.293
```

HOMO-LUMO gap	10.2	eV
total charge	0
E_HOMO	-10.07	eV

b:
Below is a single C4H3NO2 molecule, with properties calculated with ωB97M-V/def2-TZVPD.

XYZ file:
```
10
Properties=species:S:1:pos:R:3:nbo_charge:R:1
O -0.59 1.43 2.28 -0.420
C -0.45 1.29 1.12 0.788
C -0.20 1.28 -0.16 -0.615
C 0.17 0.13 -0.99 -0.051
C 0.37 -1.08 -0.51 -0.184
N 0.21 -1.18 0.88 0.085
O 0.37 -2.28 1.37 -0.289
H -0.51 2.03 -0.82 0.270
H 0.26 0.29 -1.99 0.211
H 0.36 -1.92 -1.18 0.206
```

HOMO-LUMO gap (spin up / spin down)	8.3 / 8.3	eV
total charge	0
E_HOMO (spin up / spin down)	-9.08 / -9.08	eV

Of them, the most stable is b and the least stable is a.